1.
DFT (ωB97M-V/def2-TZVPD) results for a structure of composition C24H34N6Yb in a non-equilibrium geometry.

The geometry in XYZ format:
```
65
Properties=species:S:1:pos:R:3
Yb 0.65 0.23 -0.47
C -2.18 1.75 1.22
C -1.25 2.89 1.67
C 0.24 2.70 1.29
N 0.68 1.32 1.39
C 0.78 0.69 2.57
C 0.79 1.40 3.78
C 0.84 1.02 5.11
C 0.81 -0.25 5.65
C 0.79 -1.44 4.94
C 0.86 -1.65 3.58
C 0.94 -0.79 2.46
N 1.13 -1.23 1.21
C 1.59 -2.58 0.93
C 0.95 -3.22 -0.32
C 1.23 -2.47 -1.65
N 0.27 -1.39 -1.84
C -0.98 -1.62 -2.26
C -1.35 -2.83 -2.88
C -2.51 -3.26 -3.50
C -3.74 -2.63 -3.58
C -4.07 -1.41 -3.04
C -3.28 -0.49 -2.38
C -1.90 -0.46 -2.06
N -1.32 0.61 -1.51
C -2.05 1.87 -1.36
C -2.93 1.97 -0.10
H -2.95 1.63 1.99
H -1.63 0.80 1.16
H -1.32 2.97 2.75
H -1.60 3.84 1.25
H 0.84 3.39 1.91
H 0.40 3.01 0.24
H 0.81 2.48 3.65
H 0.89 1.83 5.82
H 0.79 -0.33 6.73
H 0.74 -2.34 5.53
H 0.83 -2.71 3.32
H 1.40 -3.29 1.75
H 2.68 -2.54 0.78
H -0.13 -3.27 -0.19
H 1.33 -4.24 -0.40
H 1.23 -3.20 -2.47
H 2.23 -2.02 -1.63
H -0.55 -3.55 -2.95
H -2.45 -4.23 -3.97
H -4.52 -3.16 -4.11
H -5.11 -1.11 -3.14
H -3.83 0.38 -2.05
H -2.68 2.07 -2.24
H -1.30 2.67 -1.31
H -3.73 1.23 -0.16
H -3.39 2.96 -0.09
N 3.25 0.44 -0.56
C 3.79 1.08 -1.77
C 2.94 2.31 -2.12
N 1.53 1.91 -2.27
H 3.45 1.04 0.25
H 3.76 -0.43 -0.39
H 3.75 0.36 -2.59
H 4.83 1.40 -1.64
H 3.34 2.76 -3.04
H 3.01 3.04 -1.31
H 1.44 1.35 -3.12
H 0.97 2.75 -2.43
```

## Properties
total energy = -2422.0099 Ha
total charge = +1
2S+1 = 2


2.
DFT (ωB97M-V/def2-TZVPD) results for a cluster of 3 separate species, C24H35BIN6O8 in total in a non-equilibrium geometry.

The geometry in XYZ format:
```
75
Properties=species:S:1:pos:R:3
C 2.54 -0.46 0.02
C 3.11 -1.07 -1.23
C 2.79 -0.37 -2.69
O 3.46 0.76 -3.04
O 1.83 -0.92 -3.67
C 0.66 -0.03 -3.76
C -0.35 -0.28 -2.49
C -1.85 0.29 -2.91
C -2.12 1.73 -2.16
C -1.32 3.01 -2.87
C -0.30 3.61 -1.73
N 0.17 5.02 -1.97
C -0.95 6.03 -2.05
N -1.77 6.19 -0.79
C 1.13 5.52 -0.91
N 0.97 5.27 0.60
I 2.22 3.73 1.19
N 2.22 6.27 -1.31
B 2.58 6.62 -2.75
O 1.64 7.00 -3.82
O 4.04 6.62 -3.10
C 4.47 5.25 -3.41
H 1.39 -0.58 0.29
H 3.23 0.09 0.81
H 3.75 -2.05 -1.15
H 0.04 -0.30 -4.74
H 0.95 1.12 -3.82
H -0.44 -1.45 -2.27
H 0.01 0.28 -1.51
H -2.02 0.31 -4.07
H -2.63 -0.48 -2.44
H -3.28 1.92 -2.12
H -1.75 1.60 -1.03
H -0.78 2.61 -3.84
H -2.16 3.74 -3.22
H -0.72 3.53 -0.63
H 0.66 2.91 -1.75
H -0.45 7.09 -2.26
H -1.68 5.85 -2.96
H -1.58 5.46 -0.07
H -2.78 6.31 -1.00
H 1.15 6.16 1.13
H 2.89 6.61 -0.57
H 1.58 6.24 -4.46
H 3.88 4.42 -2.83
H 4.35 5.12 -4.59
H 5.63 5.12 -3.21
C 1.46 -6.70 2.59
C 0.35 -5.89 2.33
C 0.46 -4.50 2.43
C 1.69 -3.93 2.79
C 2.80 -4.74 3.06
C 2.68 -6.13 2.96
N 1.82 -2.47 2.87
O 0.81 -1.79 2.64
O 2.93 -2.00 3.15
H 1.37 -7.78 2.51
H -0.60 -6.34 2.05
H -0.41 -3.88 2.23
H 3.76 -4.31 3.34
H 3.54 -6.77 3.16
C -4.42 -3.70 5.21
C -3.12 -4.18 5.09
C -2.86 -5.35 4.38
C -3.92 -6.04 3.77
C -5.24 -5.56 3.88
C -5.48 -4.39 4.61
N -3.66 -7.25 2.99
O -2.48 -7.65 2.93
O -4.62 -7.81 2.44
H -4.61 -2.79 5.76
H -2.30 -3.65 5.56
H -1.84 -5.72 4.30
H -6.07 -6.08 3.42
H -6.49 -4.01 4.70
```

## Properties
total energy = -2187.7563 Ha
total charge = +1


3.
DFT (ωB97M-V/def2-TZVPD) results for a structure of composition C24H35Cl2N2OS3SiV in a non-equilibrium geometry.

The geometry in XYZ format:
```
69
Properties=species:S:1:pos:R:3
V 0.20 0.30 -0.48
C 0.78 0.49 3.95
C 0.53 -1.00 3.75
S 0.53 -1.60 2.03
C 2.11 -2.46 1.87
C 3.34 -1.59 1.73
S 3.22 -0.30 0.44
C 3.75 1.15 1.38
C 2.70 1.78 2.28
S 2.52 1.01 3.92
H 0.42 0.77 4.94
H 0.22 1.08 3.22
H -0.47 -1.23 4.13
H 1.24 -1.59 4.33
H 1.97 -3.07 0.97
H 2.24 -3.16 2.70
H 4.20 -2.22 1.50
H 3.53 -1.07 2.66
H 4.04 1.88 0.61
H 4.66 0.89 1.92
H 1.73 1.76 1.80
H 2.97 2.83 2.44
C -3.12 0.88 -1.32
Si -2.79 -0.91 -0.81
C -3.73 -1.95 -2.10
C -3.46 -1.22 0.92
N -1.08 -1.20 -0.85
C -0.44 -2.38 -1.12
C 0.95 -2.40 -1.34
C 1.63 -3.57 -1.66
C 0.97 -4.78 -1.75
C -0.40 -4.80 -1.50
C -1.09 -3.64 -1.19
H -4.18 1.10 -1.17
H -2.90 1.03 -2.38
H -2.54 1.60 -0.74
H -4.61 -1.39 -2.42
H -4.07 -2.92 -1.73
H -3.11 -2.13 -2.98
H -4.48 -0.86 1.05
H -2.82 -0.71 1.64
H -3.44 -2.29 1.16
H 1.58 -1.52 -1.24
H 2.70 -3.53 -1.82
H 1.50 -5.69 -2.00
H -0.95 -5.73 -1.53
H -2.14 -3.70 -0.97
C 0.83 1.91 -4.40
C 0.36 0.80 -3.51
C -0.50 -0.30 -4.05
O 0.73 0.76 -2.34
H 0.16 2.08 -5.24
H 1.81 1.62 -4.79
H 0.95 2.81 -3.80
H -0.80 -0.16 -5.08
H -1.38 -0.37 -3.39
H 0.04 -1.24 -3.92
Cl -2.61 2.14 2.35
C -1.46 3.32 1.80
C -1.61 4.63 2.19
C -0.70 5.59 1.77
C 0.35 5.21 0.96
C 0.49 3.88 0.57
Cl 1.83 3.47 -0.47
C -0.41 2.86 0.96
N -0.30 1.57 0.61
H -2.45 4.89 2.83
H -0.81 6.62 2.08
H 1.08 5.93 0.62
```

## Properties
energy relative to the best compared isomer or geometry (same formula, charge and spin) = 49.9 kJ/mol
2S+1 = 3


4.
DFT (ωB97M-V/def2-TZVPD) results for a cluster of 18 separate species, C24H35Cl51N2O3S in total.

The geometry in XYZ format:
```
116
Properties=species:S:1:pos:R:3
C 2.58 -1.26 -2.66
C 2.05 -1.15 -4.07
O 0.71 -1.62 -4.08
N -0.02 -0.98 -5.10
C -1.33 -0.58 -4.60
C -1.25 0.85 -4.09
O -0.03 1.04 -3.39
C 0.14 2.31 -2.86
N 1.57 2.55 -2.90
S -0.59 2.40 -1.16
O -1.93 -1.51 -3.74
C -1.71 -1.36 -2.34
C -2.86 -0.63 -1.63
H 2.67 -2.29 -2.35
H 1.95 -0.71 -1.97
H 3.58 -0.81 -2.62
H 2.08 -0.11 -4.41
H 2.64 -1.77 -4.76
H -0.16 -1.66 -5.84
H -1.97 -0.56 -5.49
H -1.23 1.49 -4.98
H -2.11 1.16 -3.48
H -0.36 3.09 -3.44
H 1.78 3.41 -2.41
H 2.02 1.81 -2.35
H -0.35 1.15 -0.73
H -1.66 -2.37 -1.94
H -0.73 -0.92 -2.12
H -2.62 0.41 -1.39
H -3.11 -1.16 -0.71
H -3.73 -0.67 -2.28
C 0.66 -1.86 2.03
Cl 1.60 -3.20 1.37
Cl 0.42 -0.58 0.85
Cl -0.91 -2.38 2.65
H 1.22 -1.45 2.86
C -0.69 5.71 0.08
Cl -1.69 5.71 -1.38
Cl 1.02 5.59 -0.32
Cl -1.04 7.10 1.09
H -0.92 4.80 0.62
C 1.76 -6.46 -1.40
Cl 0.62 -6.14 -0.10
Cl 1.06 -6.05 -2.97
Cl 3.25 -5.55 -1.13
H 2.00 -7.52 -1.40
C 6.14 -3.91 1.46
Cl 4.94 -3.55 2.70
Cl 5.49 -3.57 -0.14
Cl 7.63 -3.00 1.74
H 6.38 -4.97 1.51
C 1.98 4.15 3.73
Cl 3.24 4.84 2.70
Cl 1.65 5.21 5.10
Cl 0.51 3.83 2.81
H 2.34 3.21 4.12
C -3.27 2.68 3.10
Cl -2.44 3.28 1.65
Cl -2.62 3.40 4.56
Cl -5.00 2.99 2.96
H -3.12 1.61 3.15
C 4.59 0.20 1.72
Cl 3.62 0.60 3.15
Cl 3.78 0.76 0.26
Cl 6.20 0.89 1.85
H 4.68 -0.88 1.67
C 2.74 2.53 -6.22
Cl 1.82 2.23 -7.70
Cl 4.44 2.11 -6.43
Cl 2.57 4.22 -5.72
H 2.34 1.91 -5.44
C -7.87 4.38 0.05
Cl -8.65 3.62 -1.34
Cl -8.25 3.51 1.54
Cl -6.13 4.48 -0.19
H -8.25 5.39 0.15
C 4.06 3.39 7.86
Cl 5.36 4.40 7.23
Cl 3.36 2.40 6.58
Cl 4.62 2.39 9.20
H 3.28 4.04 8.24
C -1.10 -7.70 -5.78
Cl -0.07 -8.98 -6.41
Cl -1.21 -6.35 -6.92
Cl -2.70 -8.32 -5.38
H -0.65 -7.32 -4.87
C -0.50 0.26 5.89
Cl 0.96 0.18 4.89
Cl -0.69 1.88 6.58
Cl -1.90 -0.21 4.95
H -0.39 -0.44 6.71
C -4.99 6.22 7.18
Cl -6.28 7.43 7.11
Cl -5.06 5.33 8.70
Cl -5.08 5.12 5.81
H -4.05 6.74 7.14
C -2.68 -4.63 -9.88
Cl -1.57 -4.66 -11.25
Cl -2.04 -3.62 -8.58
Cl -4.28 -4.06 -10.38
H -2.79 -5.64 -9.51
C 7.08 0.73 -2.12
Cl 6.72 -0.55 -0.97
Cl 5.62 1.16 -3.01
Cl 7.77 2.14 -1.31
H 7.81 0.36 -2.82
C -1.44 -3.68 7.89
Cl -0.66 -5.24 8.09
Cl -0.48 -2.40 8.66
Cl -1.73 -3.32 6.19
H -2.40 -3.71 8.39
C -5.62 -2.46 4.08
Cl -4.05 -2.12 3.34
Cl -6.41 -3.81 3.28
Cl -5.45 -2.76 5.81
H -6.24 -1.58 3.96
```

## Properties
total energy = -25138.5341 Ha


5.
DFT (ωB97M-V/def2-TZVPD) results for a structure of composition C24H35IrN2O3SSi.

The geometry in XYZ format:
```
67
Properties=species:S:1:pos:R:3
Ir 0.47 -0.82 -0.62
C -1.68 -3.87 -2.72
C -1.39 -2.78 -1.91
N -0.16 -2.24 -1.90
C 0.79 -2.76 -2.73
C 0.58 -3.85 -3.56
C -0.71 -4.42 -3.53
C 1.68 -4.26 -4.39
C 2.85 -3.58 -4.40
C 3.04 -2.42 -3.57
C 4.18 -1.59 -3.54
C 4.19 -0.47 -2.73
C 3.09 -0.18 -1.92
N 2.02 -0.98 -1.90
C 2.00 -2.06 -2.73
H -2.68 -4.28 -2.70
H -2.13 -2.32 -1.27
H -0.94 -5.28 -4.15
H 1.55 -5.12 -5.04
H 3.66 -3.90 -5.04
H 5.04 -1.81 -4.16
H 5.04 0.19 -2.71
H 3.07 0.69 -1.27
C -0.74 -1.25 3.21
C 0.53 -0.92 2.47
C 1.23 -2.13 1.89
C 1.46 0.01 3.21
O 0.08 -0.13 1.18
Si -0.80 1.38 1.02
S -0.58 0.99 -1.21
O -2.26 1.20 1.52
C -3.70 1.08 1.18
C -4.08 2.36 0.45
C -4.43 0.94 2.50
C -3.86 -0.15 0.30
O 0.07 2.56 1.52
C 0.92 3.74 1.17
C 1.40 4.29 2.50
C 2.06 3.23 0.32
C 0.03 4.71 0.43
H -0.46 -1.84 4.09
H -1.42 -1.85 2.60
H -1.25 -0.36 3.56
H 1.59 -2.75 2.72
H 2.12 -1.86 1.31
H 0.55 -2.76 1.31
H 1.83 -0.52 4.09
H 0.94 0.91 3.56
H 2.31 0.30 2.61
H -3.91 3.23 1.08
H -5.14 2.34 0.20
H -3.52 2.47 -0.48
H -4.25 1.80 3.13
H -4.10 0.04 3.02
H -5.50 0.86 2.32
H -3.29 -0.04 -0.63
H -4.90 -0.28 0.03
H -3.53 -1.04 0.84
H 2.00 3.56 3.03
H 0.56 4.59 3.12
H 2.02 5.17 2.31
H 2.65 2.49 0.86
H 2.71 4.05 0.04
H 1.68 2.79 -0.62
H -0.82 5.02 1.04
H -0.34 4.28 -0.51
H 0.60 5.61 0.17
```

## Properties
total charge = +3
energy relative to the best compared isomer or geometry (same formula, charge and spin) = 0.0 kJ/mol
2S+1 = 2


6.
DFT (ωB97M-V/def2-TZVPD) results for a structure of composition C24H35KN7O8S.

The geometry in XYZ format:
```
76
Properties=species:S:1:pos:R:3
K 0.13 0.02 -0.03
C 4.90 -0.81 1.81
N 3.75 -1.26 2.59
C 3.92 -2.37 3.52
C 2.54 -0.92 2.08
O 2.47 -0.13 1.15
C 1.32 -1.39 2.88
O 0.16 -1.47 2.09
C -1.03 -1.10 2.73
C -2.20 -1.22 1.77
O -2.07 -1.61 0.62
N -3.39 -0.81 2.28
C -3.48 -0.09 3.54
C -4.55 -0.75 1.41
H 4.98 0.27 1.85
H 4.80 -1.11 0.77
H 5.80 -1.26 2.24
H 4.98 -2.49 3.72
H 3.54 -3.31 3.11
H 3.42 -2.16 4.47
H 1.20 -0.64 3.67
H 1.50 -2.36 3.34
H -0.97 -0.04 3.05
H -1.19 -1.71 3.63
H -2.97 -0.61 4.35
H -4.54 -0.02 3.81
H -3.08 0.93 3.46
H -4.29 -1.16 0.44
H -4.86 0.29 1.26
H -5.37 -1.32 1.85
N 2.43 -7.96 -4.16
C 2.45 -6.75 -3.43
C 3.66 -6.20 -3.01
C 3.68 -5.03 -2.27
C 2.49 -4.41 -1.93
C 1.28 -4.96 -2.33
C 1.26 -6.12 -3.08
S 2.53 -2.91 -0.97
O 2.30 -3.30 0.41
O 3.82 -2.30 -1.23
N 1.29 -2.04 -1.44
C 1.22 -1.49 -2.67
N 2.03 -1.97 -3.66
C 1.93 -1.39 -4.83
C 1.05 -0.35 -5.10
C 0.24 0.03 -4.04
N 0.28 -0.54 -2.84
H 3.27 -8.11 -4.69
H 1.62 -8.05 -4.75
H 4.59 -6.69 -3.28
H 4.61 -4.58 -1.97
H 0.36 -4.45 -2.07
H 0.32 -6.55 -3.40
H 2.58 -1.77 -5.61
H 0.98 0.13 -6.06
H -0.51 0.81 -4.17
C 2.25 3.49 1.30
C 1.09 3.40 0.31
C 0.93 4.69 -0.47
O 1.37 2.38 -0.67
C -0.20 3.09 1.16
O -0.99 4.04 1.33
O -0.32 1.93 1.64
H 3.18 3.72 0.76
H 2.36 2.53 1.82
H 2.06 4.27 2.04
H 1.90 5.01 -0.86
H 0.51 5.47 0.16
H 0.27 4.52 -1.32
H 1.88 1.68 -0.24
C -2.50 3.40 -1.36
C -3.47 2.31 -1.24
N -4.26 1.49 -1.11
H -2.99 4.30 -1.73
H -1.70 3.12 -2.04
H -2.06 3.62 -0.38
```

## Properties
total charge = -1
energy relative to the best compared isomer or geometry (same formula, charge and spin) = 85.2 kJ/mol


Which formula does entry 2 have?
C24H35BIN6O8